Record 1
ORCA calculation (ωB97M-V/def2-TZVPD) on 2 unconnected molecules or ions with the total composition C4H7N3 in a non-equilibrium geometry.

Computed properties:
Total charge ... 0
ΔE to the lowest compared entry with this formula, charge and spin ... 347.58 kJ/mol
Max |F| ... 0.02333 Eh/bohr
Frontier orbital gap ... 0.318 Eh

Structure (XYZ):
```
14
C4H7N3 | OMol25 | ωB97M-V/def2-TZVPD
C -1.855 0.218 -0.395
C -1.200 -0.667 0.592
N 0.468 0.595 0.897
C 1.296 0.060 0.018
N 0.903 -0.977 -0.647
C 2.634 0.640 -0.150
N 3.702 1.067 -0.286
H -1.130 0.179 -1.210
H -1.948 1.229 -0.011
H -2.805 -0.161 -0.799
H -1.198 -1.718 0.274
H -1.234 -0.570 1.653
H 0.728 1.529 1.236
H 1.638 -1.424 -1.172
```

Atom charges from the natural (NBO) analysis, given in e for atoms 1 to 6: atom 1 (C): -0.70, atom 2 (C): 0.04, atom 3 (N): -0.72, atom 4 (C): 0.31, atom 5 (N): -0.76, atom 6 (C): 0.22

=====

Record 2
ORCA calculation (ωB97M-V/def2-TZVPD) on 2 unconnected molecules or ions with the total composition C4H7N3 in a non-equilibrium geometry.

Computed properties:
Total charge ... 0
SMILES string ... C=CN=C.N=C=N
ΔE to the lowest compared entry with this formula, charge and spin ... 491.93 kJ/mol
Max |F| ... 0.11410 Eh/bohr
Frontier orbital gap ... 0.296 Eh

Structure (XYZ):
```
14
C4H7N3 | OMol25 | ωB97M-V/def2-TZVPD
C -1.880 -0.573 0.816
C -0.584 -0.737 0.459
N -0.119 -0.320 -0.824
C -0.726 0.134 -1.832
H -2.524 0.141 0.325
H -2.453 -1.360 1.275
H -0.176 -1.727 0.655
H -1.775 -0.066 -2.043
H -0.131 0.668 -2.561
N 2.195 -0.078 -0.106
C 1.864 0.625 0.884
N 2.266 1.624 1.475
H 1.737 -0.018 -1.004
H 2.306 1.686 2.479
```

Atom charges from the natural (NBO) analysis, given in e for atoms 1 to 6: atom 1 (C): -0.37, atom 2 (C): -0.07, atom 3 (N): -0.47, atom 4 (C): 0.00, atom 5 (H): 0.19, atom 6 (H): 0.21